(1)
Density functional theory data (ωB97M-V with the def2-TZVPD basis set) for C31H34N2O3S4Tc as an isolated structure in a non-equilibrium geometry.

The geometry in XYZ format:
```
75
C31H34N2O3S4Tc ωB97M-V with the def2-TZVPD basis set
Tc 12.69 12.91 10.39
O 11.91 12.78 12.40
C 11.84 13.50 13.63
C 12.64 14.75 13.68
C 14.14 14.57 13.32
C 14.91 15.24 12.23
C 16.23 15.61 12.46
C 16.99 16.02 11.38
C 16.45 16.12 10.12
C 15.18 15.76 9.91
N 14.42 15.41 10.96
H 11.81 11.82 12.60
H 12.20 12.82 14.38
H 10.79 13.58 13.97
H 12.63 15.16 14.67
H 12.16 15.52 13.07
H 14.19 13.52 13.13
H 14.76 14.62 14.25
H 16.61 15.53 13.50
H 18.00 16.44 11.55
H 17.06 16.41 9.32
H 14.71 15.76 8.98
O 10.92 13.30 9.25
S 9.69 13.46 10.13
C 8.74 11.87 9.98
C 8.75 11.09 8.66
C 10.08 10.42 8.33
C 10.53 9.27 9.31
S 12.14 9.64 9.92
O 11.79 10.98 10.68
C 12.56 8.37 11.10
C 11.75 7.81 12.11
C 12.26 6.75 12.80
C 13.44 6.13 12.40
C 14.18 6.62 11.34
C 13.72 7.74 10.71
C 8.64 14.56 9.28
C 9.04 15.00 8.01
C 8.22 15.86 7.36
C 7.00 16.31 7.85
C 6.68 15.93 9.16
C 7.46 15.04 9.85
H 7.74 12.20 10.15
H 8.99 11.27 10.89
H 8.46 11.79 7.81
H 7.98 10.32 8.75
H 10.88 11.13 8.33
H 9.97 9.95 7.33
H 10.57 8.32 8.85
H 9.84 9.05 10.16
H 10.81 8.32 12.32
H 11.67 6.30 13.54
H 13.78 5.33 13.00
H 15.04 6.15 10.92
H 14.24 8.09 9.81
H 9.95 14.62 7.55
H 8.52 16.30 6.42
H 6.44 17.05 7.31
H 5.81 16.34 9.57
H 7.23 14.69 10.87
S 14.70 11.96 11.24
C 15.83 12.42 9.98
C 17.20 12.35 10.24
C 18.16 12.55 9.29
C 17.74 12.84 7.98
C 16.37 13.01 7.72
C 15.42 12.78 8.74
S 13.68 12.89 8.36
H 17.52 12.18 11.24
H 19.20 12.57 9.57
H 18.44 12.89 7.11
H 16.05 13.33 6.74
N 11.99 15.73 10.48
C 13.01 14.96 10.62
H 12.21 16.72 10.54
```

Summary:
**Kohn-Sham gap (spin up / spin down)**: 0.2679 / 0.2511 Ha
**Spin multiplicity**: 4
**Total charge**: +2

Results of the Löwdin charge analysis, in e, for atoms 1 through 5: Tc 1.117; O -0.254; C -0.196; C -0.145; C -0.123



(2)
Density functional theory data (ωB97M-V with the def2-TZVPD basis set) for an isolated ion of composition C10H13N4O and charge +1 in a non-equilibrium geometry.

The geometry in XYZ format:
```
28
C10H13N4O ωB97M-V with the def2-TZVPD basis set
C 0.33 -1.44 2.51
N -0.39 -0.37 1.62
C -0.12 0.09 0.46
N -1.06 0.96 -0.06
N -2.38 0.87 0.32
C -2.93 2.16 0.39
N -3.13 -0.08 -0.54
C -3.74 -0.77 -1.28
O -4.40 -1.51 -1.82
C 1.11 -0.10 -0.20
C 1.60 -1.40 -0.41
C 2.79 -1.65 -1.09
C 3.44 -0.61 -1.63
C 2.95 0.75 -1.51
C 1.81 0.97 -0.81
H 1.35 -1.23 2.23
H 0.21 -1.12 3.49
H 0.13 -2.40 2.00
H -1.33 0.00 1.91
H -0.78 1.50 -0.93
H -2.17 2.69 1.05
H -3.04 2.62 -0.57
H -3.72 2.10 1.03
H 1.07 -2.32 -0.08
H 3.04 -2.67 -1.30
H 4.44 -0.65 -2.24
H 3.60 1.65 -1.83
H 1.32 1.94 -0.69
```

Summary:
**SMILES**: CN/C(=[NH+]\N(C)N=C=O)c1ccccc1
**Kohn-Sham gap**: 0.3478 Ha
**Spin multiplicity**: 1
**Total charge**: +1

Results of the Löwdin charge analysis, in e, for atoms 1 through 5: C 0.070; N 0.111; C -0.250; N 0.057; N -0.187



(3)
Density functional theory data (ωB97M-V with the def2-TZVPD basis set) for a 16-piece molecular cluster, C64H176N16O16 overall in a non-equilibrium geometry.

The geometry in XYZ format:
```
272
C64H176N16O16 ωB97M-V with the def2-TZVPD basis set
C 21.92 -22.52 -15.49
C 21.49 -23.99 -15.34
C 21.97 -24.74 -16.63
O 21.43 -24.15 -17.82
C 21.84 -24.86 -18.98
N 22.05 -24.45 -14.10
H 22.97 -22.39 -15.23
H 21.29 -21.85 -14.92
H 21.76 -22.12 -16.49
H 20.42 -24.02 -15.18
H 21.63 -25.77 -16.51
H 23.05 -24.78 -16.72
H 22.92 -24.94 -19.07
H 21.43 -24.32 -19.83
H 21.39 -25.85 -19.00
H 23.03 -24.70 -14.10
H 21.92 -23.67 -13.48
C 34.34 -24.28 -0.81
C 33.23 -24.38 -1.93
C 31.88 -24.89 -1.35
O 31.90 -26.18 -0.77
C 30.66 -26.49 -0.27
N 33.10 -23.02 -2.46
H 34.49 -25.26 -0.35
H 33.98 -23.58 -0.05
H 35.28 -23.96 -1.27
H 33.55 -25.00 -2.77
H 31.16 -24.95 -2.16
H 31.52 -24.10 -0.69
H 30.34 -25.65 0.35
H 30.66 -27.38 0.36
H 29.88 -26.64 -1.02
H 32.57 -22.55 -1.75
H 32.39 -23.13 -3.17
C 33.98 -33.99 -8.65
C 32.93 -32.89 -8.45
C 32.54 -32.19 -9.73
O 33.63 -31.40 -10.20
C 33.47 -30.74 -11.42
N 31.77 -33.60 -7.95
H 33.75 -34.76 -9.39
H 34.36 -34.62 -7.84
H 34.89 -33.53 -9.02
H 33.25 -32.14 -7.72
H 31.75 -31.45 -9.55
H 32.19 -32.92 -10.47
H 33.18 -31.45 -12.20
H 34.40 -30.33 -11.82
H 32.72 -29.96 -11.34
H 31.88 -33.91 -6.99
H 31.08 -32.87 -7.91
C 28.99 -20.72 -7.06
C 28.04 -21.10 -5.87
C 27.60 -22.55 -5.89
O 26.78 -22.99 -6.98
C 26.41 -24.36 -6.91
N 28.76 -20.85 -4.62
H 29.85 -21.38 -6.99
H 29.32 -19.70 -7.24
H 28.48 -21.07 -7.96
H 27.21 -20.40 -5.92
H 27.15 -22.71 -4.91
H 28.52 -23.14 -5.92
H 27.28 -25.01 -6.90
H 25.74 -24.56 -7.75
H 25.80 -24.63 -6.05
H 28.00 -20.90 -3.97
H 29.06 -19.88 -4.62
C 32.29 -15.58 -13.91
C 30.94 -15.37 -14.54
C 30.71 -13.83 -14.87
O 30.23 -13.18 -13.68
C 30.25 -11.78 -13.79
N 30.90 -16.36 -15.60
H 32.47 -15.15 -12.93
H 33.04 -15.18 -14.59
H 32.64 -16.61 -13.86
H 30.22 -15.70 -13.79
H 29.93 -13.70 -15.62
H 31.56 -13.30 -15.30
H 29.89 -11.25 -12.90
H 29.80 -11.37 -14.69
H 31.31 -11.56 -13.95
H 29.98 -16.41 -16.03
H 31.57 -16.13 -16.32
C 30.28 -27.85 -16.75
C 30.56 -28.65 -18.02
C 31.93 -29.30 -17.97
O 32.96 -28.42 -17.67
C 34.27 -29.06 -17.66
N 29.65 -29.76 -18.01
H 30.31 -28.52 -15.89
H 29.32 -27.35 -16.89
H 30.97 -27.03 -16.58
H 30.38 -28.02 -18.89
H 32.14 -29.78 -18.93
H 31.95 -30.13 -17.27
H 34.93 -28.26 -17.31
H 34.62 -29.39 -18.64
H 34.39 -29.88 -16.96
H 28.91 -29.78 -17.33
H 29.11 -29.88 -18.86
C 22.87 -18.72 -9.74
C 21.86 -19.56 -8.88
C 20.37 -19.30 -9.18
O 20.00 -18.09 -8.58
C 18.61 -17.93 -8.72
N 22.14 -20.94 -9.21
H 23.92 -18.97 -9.56
H 22.84 -17.67 -9.45
H 22.59 -18.89 -10.78
H 22.07 -19.44 -7.81
H 19.75 -20.17 -8.95
H 20.33 -19.07 -10.25
H 18.10 -18.74 -8.20
H 18.31 -17.67 -9.73
H 18.24 -17.07 -8.16
H 21.54 -21.53 -8.65
H 23.05 -21.20 -8.86
C 24.48 -20.34 -24.35
C 25.92 -19.84 -24.07
C 26.66 -20.73 -23.06
O 25.95 -21.01 -21.81
C 26.84 -21.55 -20.75
N 26.63 -19.61 -25.28
H 24.57 -21.40 -24.61
H 24.02 -19.82 -25.19
H 23.85 -20.28 -23.46
H 25.77 -18.87 -23.60
H 27.59 -20.22 -22.80
H 26.98 -21.70 -23.45
H 27.13 -22.58 -20.92
H 26.29 -21.45 -19.81
H 27.71 -20.91 -20.62
H 26.02 -19.09 -25.89
H 26.55 -20.54 -25.66
C 33.04 -22.53 -21.26
C 32.87 -23.99 -20.87
C 33.40 -25.05 -21.84
O 32.74 -24.95 -23.11
C 33.23 -25.78 -24.13
N 33.49 -24.10 -19.50
H 32.92 -22.30 -22.32
H 34.06 -22.19 -21.05
H 32.37 -21.85 -20.74
H 31.80 -24.23 -20.81
H 33.31 -26.07 -21.45
H 34.48 -24.91 -21.87
H 33.40 -26.80 -23.79
H 34.24 -25.51 -24.41
H 32.62 -25.92 -25.02
H 33.39 -25.09 -19.28
H 32.78 -23.66 -18.94
C 28.37 -22.34 -13.17
C 29.86 -22.39 -12.61
C 30.17 -23.57 -11.73
O 31.44 -23.36 -11.14
C 31.78 -24.24 -10.13
N 30.87 -22.36 -13.75
H 28.11 -23.09 -13.91
H 28.09 -21.47 -13.76
H 27.62 -22.33 -12.38
H 30.05 -21.60 -11.88
H 30.14 -24.48 -12.33
H 29.38 -23.70 -10.99
H 31.88 -25.31 -10.31
H 31.11 -24.26 -9.27
H 32.75 -24.00 -9.69
H 30.89 -21.41 -14.09
H 31.79 -22.47 -13.35
C 37.06 -31.12 -1.06
C 36.07 -30.24 -1.87
C 36.07 -30.50 -3.38
O 37.21 -29.95 -4.08
C 36.91 -29.47 -5.41
N 34.74 -30.56 -1.29
H 38.02 -30.91 -1.51
H 36.85 -32.19 -1.06
H 37.09 -30.83 -0.01
H 36.22 -29.19 -1.64
H 35.12 -30.13 -3.77
H 36.08 -31.58 -3.55
H 36.73 -30.28 -6.11
H 37.77 -28.91 -5.76
H 36.07 -28.77 -5.36
H 34.21 -29.72 -1.47
H 34.73 -30.68 -0.29
C 39.53 -23.08 -5.75
C 40.14 -21.71 -5.36
C 41.30 -21.27 -6.32
O 42.40 -22.18 -6.32
C 43.22 -22.07 -5.17
N 39.06 -20.76 -5.35
H 38.62 -23.24 -5.17
H 40.27 -23.86 -5.59
H 39.27 -23.10 -6.80
H 40.55 -21.79 -4.35
H 41.60 -20.26 -6.03
H 41.00 -21.23 -7.37
H 43.84 -21.18 -5.24
H 43.95 -22.88 -5.22
H 42.74 -22.23 -4.20
H 38.89 -20.35 -6.26
H 38.31 -21.43 -5.29
C 39.11 -18.01 -17.97
C 38.29 -18.74 -16.85
C 38.74 -18.47 -15.45
O 40.03 -18.98 -15.24
C 40.45 -18.69 -13.89
N 36.81 -18.56 -16.85
H 38.81 -18.40 -18.95
H 40.16 -18.04 -17.70
H 38.89 -16.95 -18.08
H 38.49 -19.79 -17.06
H 38.00 -18.91 -14.79
H 38.76 -17.39 -15.27
H 41.17 -19.49 -13.74
H 39.79 -18.84 -13.03
H 40.91 -17.71 -13.73
H 36.46 -19.02 -17.68
H 36.42 -19.12 -16.11
C 38.97 -15.42 -7.17
C 38.87 -15.63 -8.67
C 37.48 -16.15 -9.12
O 37.14 -17.42 -8.59
C 35.92 -18.01 -8.99
N 39.20 -14.32 -9.27
H 38.08 -14.94 -6.78
H 39.95 -14.97 -7.03
H 38.98 -16.46 -6.82
H 39.68 -16.32 -8.91
H 37.54 -16.18 -10.21
H 36.69 -15.43 -8.93
H 35.13 -17.28 -8.82
H 35.83 -18.97 -8.48
H 35.82 -18.22 -10.06
H 38.48 -13.62 -9.17
H 40.10 -14.01 -8.93
C 22.73 -15.37 -19.37
C 23.63 -16.50 -19.78
C 25.07 -16.44 -19.19
O 25.26 -17.06 -17.86
C 24.61 -16.42 -16.74
N 23.08 -17.76 -19.41
H 22.69 -15.18 -18.30
H 21.70 -15.56 -19.68
H 23.00 -14.39 -19.77
H 23.71 -16.43 -20.87
H 25.44 -15.41 -19.25
H 25.74 -16.88 -19.93
H 24.88 -16.99 -15.86
H 23.52 -16.45 -16.76
H 24.91 -15.38 -16.59
H 23.26 -17.75 -18.41
H 23.78 -18.39 -19.78
C 38.71 -24.40 -15.21
C 37.84 -24.82 -13.99
C 38.50 -24.81 -12.63
O 39.63 -25.67 -12.38
C 40.83 -25.00 -12.49
N 36.66 -23.96 -14.07
H 38.12 -24.45 -16.13
H 39.52 -25.11 -15.35
H 39.12 -23.40 -15.09
H 37.56 -25.86 -14.18
H 37.73 -25.13 -11.93
H 38.64 -23.80 -12.25
H 41.07 -24.40 -13.37
H 41.64 -25.73 -12.38
H 40.88 -24.37 -11.60
H 35.91 -24.33 -13.50
H 36.34 -24.08 -15.03
```

Summary:
**Kohn-Sham gap**: 0.3291 Ha
**Spin multiplicity**: 1

Results of the Löwdin charge analysis, in e, for atoms 1 through 5: C -0.081; C -0.423; C -0.188; O -0.195; C -0.112



(4)
Density functional theory data (ωB97M-V with the def2-TZVPD basis set) for C24H37AsGeIN2O2Ti as an isolated structure.

The geometry in XYZ format:
```
69
C24H37AsGeIN2O2Ti ωB97M-V with the def2-TZVPD basis set
Ti -0.69 -0.18 -0.02
C -4.12 -1.46 2.68
C -2.95 -2.40 2.72
N -3.01 -3.44 3.56
C -1.96 -4.25 3.60
C -0.81 -4.12 2.84
C 0.30 -5.11 2.99
O 0.48 -5.95 1.84
C -0.72 -3.03 1.93
C 0.38 -2.84 1.06
N 0.44 -1.78 0.25
C 1.26 -1.68 -0.89
C 2.36 -2.43 -1.26
C 2.90 -2.17 -2.53
C 2.32 -1.22 -3.36
C 1.23 -0.47 -2.93
C 0.70 -0.65 -1.66
I -2.79 0.60 -1.71
C -1.84 -2.16 1.91
O -1.85 -1.07 1.13
H -5.00 -1.97 3.06
H -4.30 -1.10 1.67
H -3.92 -0.59 3.30
H -2.02 -5.08 4.30
H 0.11 -5.73 3.87
H 1.26 -4.60 3.14
H -0.39 -6.04 1.43
H 1.12 -3.62 0.98
H 2.78 -3.21 -0.63
H 3.75 -2.74 -2.87
H 2.73 -1.07 -4.35
H 0.79 0.26 -3.61
C 0.59 4.49 -3.33
C 0.22 3.06 -2.96
As 0.29 2.60 -1.04
C 2.16 3.03 -0.63
C 3.15 2.07 -1.26
C -0.52 4.21 -0.28
C -1.99 4.39 -0.65
H 0.60 4.63 -4.41
H 1.57 4.76 -2.96
H -0.13 5.20 -2.92
H 0.89 2.35 -3.46
H -0.79 2.80 -3.29
H 2.23 3.00 0.46
H 2.35 4.06 -0.93
H 2.97 1.04 -0.95
H 4.18 2.33 -0.98
H 3.10 2.09 -2.35
H 0.08 5.08 -0.58
H -0.40 4.11 0.80
H -2.10 4.56 -1.73
H -2.42 5.25 -0.14
H -2.57 3.51 -0.41
C -2.82 2.17 2.36
Ge -0.97 1.75 2.87
C -0.20 3.38 3.67
C -0.95 0.39 4.28
C 0.08 1.07 1.39
H -3.47 2.03 3.23
H -3.18 1.55 1.55
H -2.88 3.21 2.05
H -0.65 3.55 4.65
H -0.39 4.26 3.06
H 0.88 3.29 3.80
H -1.65 0.67 5.07
H 0.05 0.32 4.72
H -1.23 -0.60 3.90
H 1.17 1.14 1.51
```

Summary:
**Kohn-Sham gap (spin up / spin down)**: 0.2019 / 0.2573 Ha
**Spin multiplicity**: 3
**Total charge**: -1

Results of the Löwdin charge analysis, in e, for atoms 1 through 5: Ti 0.502; C -0.022; C -0.289; N 0.086; C -0.134



(5)
Density functional theory data (ωB97M-V with the def2-TZVPD basis set) for one molecule with the formula C8H12O2 in a non-equilibrium geometry.

The geometry in XYZ format:
```
22
C8H12O2 ωB97M-V with the def2-TZVPD basis set
C 1.91 -1.35 -1.49
C 1.53 -0.38 -0.62
C 0.39 -0.42 0.38
O 0.13 -1.73 0.82
C 0.61 0.61 1.54
C -0.67 1.30 1.83
C -1.35 1.33 0.47
O -0.47 1.68 -0.60
C -0.75 0.34 -0.45
C -1.48 -0.37 -1.50
H 2.83 -1.49 -2.13
H 1.28 -2.24 -1.48
H 2.16 0.64 -0.63
H 0.72 -2.43 0.45
H 1.38 1.30 1.06
H 1.01 0.17 2.42
H -1.26 0.64 2.43
H -0.71 2.27 2.33
H -2.32 1.80 0.47
H -0.76 -0.48 -2.33
H -2.40 0.24 -1.87
H -1.78 -1.44 -1.10
```

Summary:
**SMILES**: C=C[C@@]1(O)CC[C@H]2O[C@]21C
**Kohn-Sham gap**: 0.3673 Ha
**Spin multiplicity**: 1

Results of the Löwdin charge analysis, in e, for atoms 1 through 5: C 0.010; C -0.095; C -0.410; O 0.006; C -0.109



Energy relative to the best compared isomer or geometry (same formula, charge and spin), record by record: 18.09 330.47 892.80 5.70 255.18 kJ/mol